(1)
CH2N2S2 as an isolated structure. Source: the OMol25 dataset; level of theory: wB97M-V/def2-TZVPD.

Calculated values
Energy in eV: -25717.976
HOMO-LUMO gap (spin up / spin down) in eV: 7.6 / 7.6
ΔE to the lowest compared entry with this formula, charge and spin in kcal per mole: 28.5
Molecular weight in g/mol: 106.17
E_HOMO (spin up / spin down) in Ha: -0.3004 / -0.3004
LUMO (spin up / spin down) in Ha: -0.022 / -0.022
Charge: 0

Cartesian coordinates (Å):
S (-0.628, 1.336, -0.402)
S (-2.103, 0.226, 0.349)
N (-0.737, -1.569, -0.371)
N (0.323, -1.084, -0.286)
C (0.729, 0.227, 0.051)
H (0.879, 0.288, 1.126)
H (1.537, 0.575, -0.468)

natural (NBO) charges, unit e, in atom order: 0.12 -0.20 0.09 -0.07 -0.43 0.25 0.24

***

(2)
One molecule with the formula C8H14. Source: the OMol25 dataset; level of theory: wB97M-V/def2-TZVPD.

Calculated values
Energy in eV: -8521.005
HOMO-LUMO gap in eV: 9.7
ΔE to the lowest compared entry with this formula, charge and spin in kcal per mole: 47.9
Molecular weight in g/mol: 110.20
E_HOMO in Ha: -0.3181
LUMO in Ha: 0.040
Structure (SMILES): C/C=C/C(C)=C(C)C
Charge: 0

Cartesian coordinates (Å):
C (-1.073, 1.671, 0.050)
C (1.023, -0.060, -0.636)
C (-1.295, 0.161, 0.121)
C (-0.328, -0.602, -0.393)
C (-2.750, -0.199, 0.535)
C (-0.460, -2.125, -0.420)
C (1.893, 0.210, 0.374)
C (3.314, 0.608, 0.172)
H (-0.065, -2.519, -1.373)
H (3.829, -0.237, 0.572)
H (1.123, 0.253, -1.689)
H (3.620, 0.891, -0.803)
H (-1.515, -2.364, -0.291)
H (-0.279, 1.935, -0.558)
H (3.639, 1.493, 0.895)
H (-0.976, 2.101, 1.002)
H (0.034, -2.569, 0.472)
H (1.674, 0.020, 1.324)
H (-1.962, 2.177, -0.262)
H (-2.768, -0.658, 1.541)
H (-3.254, -0.804, -0.186)
H (-3.390, 0.659, 0.497)

natural (NBO) charges, unit e, in atom order: -0.63 -0.23 0.04 -0.06 -0.65 -0.63 -0.15 -0.63 0.21 0.22 0.21 0.22 0.21 0.21 0.20 0.21 0.21 0.19 0.20 0.22 0.22 0.21

***

(3)
A 2-piece molecular cluster, C3H11N3O overall. Source: the OMol25 dataset; level of theory: wB97M-V/def2-TZVPD.

Calculated values
Energy in eV: -9806.140
HOMO-LUMO gap in eV: 9.8
ΔE to the lowest compared entry with this formula, charge and spin in kcal per mole: 42.9
Molecular weight in g/mol: 105.14
E_HOMO in Ha: -0.3291
LUMO in Ha: 0.029
Structure (SMILES): C/N=C\N.NCO
Charge: 0

Cartesian coordinates (Å):
O (-0.846, 2.952, 1.036)
N (0.767, -0.743, -0.542)
N (0.672, -3.002, -1.342)
N (0.140, 1.102, 1.966)
C (0.304, -0.120, -1.789)
C (0.748, -2.002, -0.362)
C (-1.115, 1.848, 1.917)
H (-1.675, 3.172, 0.580)
H (-1.883, 1.154, 1.525)
H (-0.807, -0.080, -1.768)
H (0.532, -0.684, -2.725)
H (-1.439, 2.194, 2.913)
H (0.818, 1.853, 1.975)
H (0.233, 0.541, 1.078)
H (0.782, -2.440, 0.671)
H (0.834, 0.853, -1.856)
H (0.942, -2.662, -2.239)
H (0.992, -3.934, -1.037)

natural (NBO) charges, unit e, in atom order: -0.75 -0.53 -0.84 -0.86 -0.45 0.30 0.08 0.47 0.15 0.21 0.16 0.15 0.35 0.40 0.17 0.22 0.38 0.40

***

(4)
C34H84Cl4HfO9 as an isolated structure. Source: the OMol25 dataset; level of theory: wB97M-V/def2-TZVPD.

Calculated values
Energy in eV: -106418.748
HOMO-LUMO gap in eV: 3.9
ΔE to the lowest compared entry with this formula, charge and spin in kcal per mole: 83.1
Molecular weight in g/mol: 957.34
E_HOMO in Ha: -0.4623
LUMO in Ha: -0.318
Charge: +2

Cartesian coordinates (Å):
Hf (2.951, -1.613, -2.559)
Cl (-3.068, -4.413, 0.292)
Cl (4.356, -0.239, 4.830)
Cl (-3.362, -2.356, -1.682)
Cl (2.620, -1.429, 2.676)
O (0.767, -0.895, -2.666)
O (0.173, 0.615, 4.986)
O (2.234, -0.612, -4.790)
O (-4.088, 1.219, -4.080)
O (-3.712, 2.141, 2.988)
O (4.673, -0.776, -2.613)
O (3.773, -3.456, -1.886)
O (2.151, 4.285, -2.114)
O (-2.749, -2.448, 4.013)
C (-2.187, 2.077, -2.796)
C (-3.136, 0.911, -3.101)
C (-0.892, -3.572, 2.988)
C (-4.823, 2.405, 3.841)
C (-4.120, 1.808, 1.673)
C (-0.567, -0.184, 5.920)
C (1.393, 2.727, -0.485)
C (-0.322, -0.245, -0.277)
C (4.403, -4.205, -2.866)
C (-2.982, 1.189, 0.900)
C (1.946, -1.397, -7.125)
C (0.267, -0.796, 0.869)
C (2.269, 5.629, -2.543)
C (3.229, -4.224, -0.692)
C (2.437, 0.688, -5.064)
C (1.400, -1.312, -5.752)
C (6.805, 0.870, 0.233)
C (0.262, -1.279, 6.548)
C (-1.729, -2.297, 3.012)
C (-3.674, -1.387, 3.943)
C (2.261, 1.565, -3.819)
C (-4.178, -3.213, -0.330)
C (-5.047, 0.204, -4.345)
C (2.976, -1.216, 4.500)
C (-0.712, 1.589, 4.367)
C (-4.241, 2.799, 5.187)
C (-6.047, 0.651, -5.410)
C (1.578, 4.165, -0.816)
C (6.589, 0.846, 1.613)
C (1.830, -4.570, -1.156)
C (2.856, 5.664, -3.920)
C (-4.662, -1.526, 5.098)
C (5.854, -4.457, -2.792)
C (-0.022, 2.581, 3.435)
H (-0.083, -3.517, 2.220)
H (6.397, 1.850, 2.021)
H (0.679, 3.188, 4.015)
H (-4.983, -3.779, -0.825)
H (0.610, 4.677, -0.802)
H (-1.533, -4.451, 2.802)
H (2.127, 5.265, -4.633)
H (-5.498, -0.034, -3.376)
H (2.911, 6.133, -1.830)
H (-2.705, 2.945, -2.443)
H (3.873, -5.120, -3.052)
H (-5.196, -2.487, 5.095)
H (0.881, 2.596, 0.488)
H (2.560, 2.577, -4.092)
H (2.751, 1.323, -2.870)
H (3.231, 6.644, -4.155)
H (-0.971, -0.895, -0.936)
H (0.475, 2.140, 2.580)
H (0.807, 2.231, -1.236)
H (-4.466, -0.690, -4.694)
H (-0.969, 0.403, 6.751)
H (4.266, -3.642, -3.807)
H (3.268, -3.471, 0.068)
H (1.287, -4.917, -0.274)
H (-1.634, 2.349, -3.698)
H (-3.615, 1.970, 5.542)
H (2.234, 4.646, -0.092)
H (0.462, -2.123, 5.894)
H (-6.633, -0.169, -5.796)
H (2.094, -0.778, 4.915)
H (0.411, -0.845, -5.826)
H (1.656, 1.092, -5.750)
H (6.321, 1.533, -0.445)
H (-1.077, 2.177, 5.207)
H (6.527, -3.621, -2.978)
H (5.473, 0.668, 1.591)
H (-0.678, -0.717, 1.448)
H (-4.433, 2.708, 1.118)
H (3.822, -5.068, -0.395)
H (1.300, -3.701, -1.521)
H (3.013, -1.460, -7.172)
H (1.726, -0.508, -7.710)
H (-2.525, 0.457, 1.562)
H (-3.670, 0.630, -2.206)
H (-0.335, -1.716, 7.369)
H (3.725, 5.011, -3.903)
H (-5.415, -0.718, 5.116)
H (1.200, -0.939, 6.995)
H (-6.591, 1.536, -5.098)
H (7.272, 0.288, 2.286)
H (1.763, -5.326, -1.947)
H (-1.596, 1.105, 3.877)
H (3.434, 0.887, -5.466)
H (1.089, -0.327, 1.411)
H (7.419, 0.043, -0.201)
H (-2.623, 0.007, -3.379)
H (6.200, -4.904, -1.866)
H (1.479, -2.227, -7.649)
H (-0.188, 0.780, -0.623)
H (-3.675, 3.719, 5.101)
H (-5.386, 1.446, 3.937)
H (-4.973, 2.993, 5.954)
H (-2.170, -2.210, 2.004)
H (3.122, -2.209, 4.927)
H (-5.490, 3.185, 3.417)
H (-1.128, -1.398, 3.212)
H (2.355, 2.197, -0.415)
H (1.283, 6.130, -2.487)
H (-5.375, 0.964, -6.219)
H (-0.833, 3.201, 3.039)
H (-4.251, -1.482, 3.020)
H (-3.168, -0.412, 3.958)
H (1.245, -2.311, -5.311)
H (1.211, 1.696, -3.550)
H (-0.377, -3.688, 3.941)
H (-3.311, 0.764, -0.057)
H (-2.212, 1.961, 0.731)
H (0.301, -1.860, 1.075)
H (-4.429, -2.455, 0.407)
H (-1.421, 1.739, -2.083)
H (-4.977, 1.088, 1.686)
H (-4.036, -1.419, 6.038)
H (6.030, -5.162, -3.626)
H (-1.393, -0.698, 5.443)

Löwdin population analysis, charges in e, atoms 1 to 99: 1.66 0.56 0.58 0.52 0.52 -0.63 -0.17 -0.30 -0.16 -0.19 -0.65 -0.37 -0.18 -0.14 -0.04 -0.31 -0.07 -0.26 -0.28 -0.27 -0.08 0.11 -0.32 -0.07 -0.07 -0.17 -0.29 -0.11 -0.30 -0.24 0.30 -0.08 -0.30 -0.31 -0.09 -0.96 -0.28 -0.94 -0.25 -0.06 -0.06 -0.27 -0.05 -0.05 -0.07 -0.05 -0.05 -0.05 0.06 0.14 0.09 0.04 0.13 0.07 0.09 0.11 0.11 0.07 0.13 0.09 0.07 0.07 0.04 0.08 0.07 0.03 0.04 0.12 0.13 0.13 0.10 0.10 0.08 0.07 0.12 0.06 0.07 -0.03 0.14 0.15 0.11 0.11 0.09 0.17 0.09 0.13 0.14 0.04 0.08 0.08 0.05 0.07 0.10 0.08 0.07 0.08 0.08 0.13 0.10

***

> The highest molecular weight belongs to which entry?

C34H84Cl4HfO9